1.
The following is a DFT calculation (ωB97M-V/def2-TZVPD) of a cluster of 2 separate species, C5H13N3O2 in total.

Geometry (Å):
1 C -3.14 0.14 -0.63
2 C -1.93 -0.27 0.32
3 N -1.13 -1.33 -0.26
4 C -0.30 -1.02 -1.16
5 N -0.05 0.25 -1.72
6 N 0.70 -1.88 -1.62
7 H -2.67 0.51 -1.54
8 H -3.65 0.92 -0.09
9 H -3.78 -0.70 -0.87
10 H -1.31 0.59 0.60
11 H -2.42 -0.71 1.19
12 H -0.55 1.04 -1.35
13 H 0.90 0.56 -1.80
14 H 0.83 -1.95 -2.62
15 H 0.58 -2.81 -1.25
16 C 1.60 1.37 1.09
17 C 2.42 0.64 2.15
18 O 2.23 0.68 3.32
19 O 3.57 0.13 1.58
20 H 1.70 0.83 0.16
21 H 2.04 2.36 0.97
22 H 0.66 1.43 1.65
23 H 3.72 -0.77 1.88

The calculation puts the strongest force on any atom at 0.0457 Eh/bohr. The value obtained for the LUMO energy is 0.67 eV. As for the HOMO-LUMO gap: 0.35768 Ha. For the HOMO energy, the calculation gives -9.1 eV. For the energy above the lowest of the compared OMol25 structures with the same formula, charge and spin, the calculation gives 0.966 eV. The total charge is 0. The SMILES is CCN=C(N)N.CC(=O)O. The calculation puts the total energy at -13961.0683 eV.

***

2.
The following is a DFT calculation (ωB97M-V/def2-TZVPD) of the ion C5H13N6 with charge +1.

Geometry (Å):
1 C 2.34 -0.36 1.13
2 C 1.93 0.04 -0.34
3 N 2.23 -0.89 -1.40
4 N 0.43 0.29 -0.23
5 C -0.12 1.41 0.24
6 C -1.38 1.79 0.18
7 N -2.50 0.92 -0.10
8 N -3.58 1.66 -0.71
9 C -2.76 -0.31 0.17
10 N -2.58 -1.47 -0.09
11 N -2.80 -2.56 0.52
12 H 3.23 -1.04 1.02
13 H 1.54 -0.96 1.44
14 H 2.62 0.55 1.73
15 H 2.41 1.08 -0.64
16 H 2.81 -0.49 -2.18
17 H 2.62 -1.72 -1.16
18 H -0.22 -0.32 -0.70
19 H 0.51 2.20 0.54
20 H -1.60 2.82 0.35
21 H -3.20 1.79 -1.75
22 H -4.48 1.11 -0.66
23 H -3.24 -2.72 1.40
24 H -2.54 -3.47 0.11

The calculation puts the strongest force on any atom at 0.0839 Eh/bohr. The value obtained for the LUMO energy (spin up / spin down) is -4.29 / -4.29 eV. As for the HOMO-LUMO gap (spin up / spin down): 0.27458 / 0.27463 Ha. For the HOMO energy (spin up / spin down), the calculation gives -11.8 / -11.8 eV. For the energy above the lowest of the compared OMol25 structures with the same formula, charge and spin, the calculation gives 5.827 eV. The total charge is +1. The SMILES is C[C@@H](N)N/C=C\[N+](N)=C=NN. The calculation puts the total energy at -14324.9293 eV.

***

3.
The following is a DFT calculation (ωB97M-V/def2-TZVPD) of a cluster of 2 separate species, C5H13NO in total.

Geometry (Å):
1 C -0.11 1.71 1.97
2 N 0.62 0.62 1.40
3 C 0.32 0.40 -0.03
4 C 0.72 1.42 -0.92
5 C 0.43 1.32 -2.39
6 C -0.01 -0.97 -0.37
7 H 0.20 1.99 3.01
8 H 0.00 2.67 1.44
9 H -1.22 1.47 1.86
10 H 0.92 -0.15 1.93
11 H 1.14 2.32 -0.58
12 H 0.32 0.35 -2.79
13 H -0.58 1.83 -2.61
14 H 0.99 1.92 -3.06
15 H -0.05 -1.62 0.51
16 H 0.78 -1.50 -0.92
17 H -1.04 -1.23 -0.76
18 H -1.29 -3.45 0.85
19 H -0.62 -4.76 0.92
20 O -1.53 -4.34 0.56

The calculation puts the strongest force on any atom at 0.0922 Eh/bohr. The value obtained for the LUMO energy (spin up / spin down) is 3.62 / 3.49 eV. Its multiplicity is 2. As for the HOMO-LUMO gap (spin up / spin down): 0.10016 / 0.29327 Ha. For the HOMO energy (spin up / spin down), the calculation gives 0.9 / -4.5 eV. For the energy above the lowest of the compared OMol25 structures with the same formula, charge and spin, the calculation gives 2.466 eV. The total charge is -1. The expectation value of S² is 0.75. The calculation puts the total energy at -8930.2941 eV.

***

4.
The following is a DFT calculation (ωB97M-V/def2-TZVPD) of a cluster of 2 separate species, C5H13NO in total.

Geometry (Å):
1 C 1.03 0.50 -0.83
2 N 0.52 -0.60 0.01
3 C -0.93 -0.81 -0.12
4 C 0.80 -0.24 1.42
5 C 1.97 0.75 1.43
6 C 1.65 1.57 0.18
7 H 0.17 0.87 -1.39
8 H 1.85 0.12 -1.44
9 H -1.51 0.03 0.27
10 H -1.16 -1.84 0.18
11 H -1.17 -0.91 -1.19
12 H 0.67 -1.02 2.17
13 H -0.05 0.45 1.60
14 H 2.94 0.26 1.44
15 H 1.84 1.45 2.26
16 H 0.82 2.28 0.24
17 H 2.47 2.12 -0.27
18 H -3.53 -1.01 -1.91
19 H -4.67 -2.02 -1.98
20 O -3.71 -1.95 -2.07

The calculation puts the strongest force on any atom at 0.0508 Eh/bohr. The value obtained for the LUMO energy (spin up / spin down) is 3.38 / 3.31 eV. Its multiplicity is 2. As for the HOMO-LUMO gap (spin up / spin down): 0.08168 / 0.31367 Ha. For the HOMO energy (spin up / spin down), the calculation gives 1.2 / -5.2 eV. For the energy above the lowest of the compared OMol25 structures with the same formula, charge and spin, the calculation gives 1.738 eV. The total charge is -1. The expectation value of S² is 0.75. The calculation puts the total energy at -8931.0225 eV.

***

5.
The following is a DFT calculation (ωB97M-V/def2-TZVPD) of a cluster of 2 separate species, C5H13NO in total.

Geometry (Å):
1 C 0.56 -1.25 2.58
2 C 0.10 -1.22 1.14
3 C -0.81 -0.33 0.68
4 N -1.28 -0.56 -0.64
5 C -1.32 0.61 -1.53
6 C -0.02 0.87 -2.28
7 H 0.66 -2.27 2.97
8 H 1.59 -0.91 2.78
9 H -0.18 -0.76 3.20
10 H 0.28 -2.18 0.68
11 H -1.08 0.60 1.16
12 H -0.85 -1.36 -1.05
13 H -1.69 1.46 -0.93
14 H -2.13 0.45 -2.25
15 H -0.13 1.70 -2.96
16 H 0.34 -0.04 -2.78
17 H 0.82 1.01 -1.58
18 O 1.69 1.74 0.37
19 H 1.58 1.42 -0.54
20 H 1.86 1.03 0.99

The calculation puts the strongest force on any atom at 0.0615 Eh/bohr. The value obtained for the LUMO energy is 1.01 eV. As for the HOMO-LUMO gap: 0.32626 Ha. For the HOMO energy, the calculation gives -7.9 eV. For the energy above the lowest of the compared OMol25 structures with the same formula, charge and spin, the calculation gives 2.004 eV. The total charge is 0. The SMILES is C/C=C/NCC.O. The calculation puts the total energy at -8932.0070 eV.

***

6.
The following is a DFT calculation (ωB97M-V/def2-TZVPD) of the molecule C5H13NO.

Geometry (Å):
1 C -1.48 -0.81 -1.21
2 N -0.42 0.19 -1.36
3 C 0.73 0.11 -0.48
4 C 1.69 -1.11 -0.71
5 C 0.23 0.15 0.98
6 C -0.50 1.46 1.27
7 O -0.47 1.72 2.69
8 H -2.36 -0.44 -1.74
9 H -1.14 -1.83 -1.48
10 H -1.89 -0.84 -0.23
11 H -0.27 0.33 -2.35
12 H 1.30 1.07 -0.72
13 H 1.70 -1.22 -1.82
14 H 1.31 -1.90 -0.08
15 H 2.73 -0.82 -0.49
16 H -0.33 -0.69 1.44
17 H 1.20 0.07 1.46
18 H 0.14 2.14 0.69
19 H -1.56 1.53 0.97
20 H -0.63 0.89 3.14

The calculation puts the strongest force on any atom at 0.0418 Eh/bohr. The value obtained for the LUMO energy is 0.97 eV. As for the HOMO-LUMO gap: 0.35089 Ha. For the HOMO energy, the calculation gives -8.6 eV. For the energy above the lowest of the compared OMol25 structures with the same formula, charge and spin, the calculation gives 1.895 eV. The total charge is 0. The SMILES is CN[C@H](C)CCO. The calculation puts the total energy at -8932.1160 eV.

***

7.
The following is a DFT calculation (ωB97M-V/def2-TZVPD) of a cluster of 2 separate species, C5H13NO in total.

Geometry (Å):
1 C 0.62 -1.27 -1.93
2 C -0.30 -0.85 -1.06
3 C -0.87 -1.75 -0.01
4 C -0.73 0.58 -1.06
5 C -0.08 1.42 0.08
6 N -0.80 1.31 1.35
7 H 0.82 -2.31 -2.17
8 H 1.08 -0.55 -2.59
9 H -0.98 -2.79 -0.35
10 H -1.77 -1.30 0.40
11 H -0.21 -1.85 0.86
12 H -1.82 0.64 -1.00
13 H -0.54 1.16 -1.96
14 H 0.94 1.04 0.16
15 H -0.06 2.48 -0.19
16 H -1.76 0.99 1.24
17 H -0.36 0.75 2.07
18 O 2.59 0.86 1.91
19 H 2.01 1.47 2.36
20 H 2.21 -0.02 1.88

The calculation puts the strongest force on any atom at 0.0246 Eh/bohr. The value obtained for the LUMO energy is 0.74 eV. As for the HOMO-LUMO gap: 0.35160 Ha. For the HOMO energy, the calculation gives -8.8 eV. For the energy above the lowest of the compared OMol25 structures with the same formula, charge and spin, the calculation gives 1.649 eV. The total charge is 0. The SMILES is C=C(C)CCN.O. The calculation puts the total energy at -8932.3620 eV.

***

8.
The following is a DFT calculation (ωB97M-V/def2-TZVPD) of the molecule C5H13NO.

Geometry (Å):
1 C 0.64 1.11 -2.34
2 C 0.63 1.21 -0.78
3 C 0.20 -0.23 -0.05
4 C 1.27 -1.30 0.16
5 N -0.31 0.36 1.25
6 C -1.67 -0.06 1.55
7 O -1.97 -1.40 1.83
8 H -0.38 0.71 -2.65
9 H 0.60 2.13 -2.74
10 H 1.25 0.37 -2.84
11 H 1.60 1.44 -0.34
12 H -0.13 1.87 -0.31
13 H -0.57 -0.52 -0.76
14 H 0.72 -2.11 0.68
15 H 1.62 -1.55 -0.84
16 H 2.12 -1.12 0.83
17 H 0.38 0.12 1.96
18 H -2.28 0.04 0.56
19 H -2.04 0.73 2.19
20 H -1.70 -1.80 2.66

The calculation puts the strongest force on any atom at 0.0872 Eh/bohr. The value obtained for the LUMO energy is 0.90 eV. As for the HOMO-LUMO gap: 0.36112 Ha. For the HOMO energy, the calculation gives -8.9 eV. For the energy above the lowest of the compared OMol25 structures with the same formula, charge and spin, the calculation gives 2.294 eV. The total charge is 0. The SMILES is CC[C@@H](C)NCO. The calculation puts the total energy at -8931.7169 eV.

***

Please write out number 1 again, unchanged.
The following is a DFT calculation (ωB97M-V/def2-TZVPD) of a cluster of 2 separate species, C5H13N3O2 in total.

Geometry (Å):
1 C -3.14 0.14 -0.63
2 C -1.93 -0.27 0.32
3 N -1.13 -1.33 -0.26
4 C -0.30 -1.02 -1.16
5 N -0.05 0.25 -1.72
6 N 0.70 -1.88 -1.62
7 H -2.67 0.51 -1.54
8 H -3.65 0.92 -0.09
9 H -3.78 -0.70 -0.87
10 H -1.31 0.59 0.60
11 H -2.42 -0.71 1.19
12 H -0.55 1.04 -1.35
13 H 0.90 0.56 -1.80
14 H 0.83 -1.95 -2.62
15 H 0.58 -2.81 -1.25
16 C 1.60 1.37 1.09
17 C 2.42 0.64 2.15
18 O 2.23 0.68 3.32
19 O 3.57 0.13 1.58
20 H 1.70 0.83 0.16
21 H 2.04 2.36 0.97
22 H 0.66 1.43 1.65
23 H 3.72 -0.77 1.88

The calculation puts the strongest force on any atom at 0.0457 Eh/bohr. The value obtained for the LUMO energy is 0.67 eV. As for the HOMO-LUMO gap: 0.35768 Ha. For the HOMO energy, the calculation gives -9.1 eV. For the energy above the lowest of the compared OMol25 structures with the same formula, charge and spin, the calculation gives 0.966 eV. The total charge is 0. The SMILES is CCN=C(N)N.CC(=O)O. The calculation puts the total energy at -13961.0683 eV.